Arrangement one

Density functional theory data (ωB97M-V with the def2-TZVPD basis set) for the molecule C4H5O2P.

Properties
SMILES string   [H]/P=C/C(O)=C/C=O
Kohn-Sham gap   8.053 eV
HOMO energy   -9.4 eV

Geometry as XYZ:
```
12
C4H5O2P, DFT ωB97M-V with the def2-TZVPD basis set
C 0.458 1.061 0.391
C 1.473 1.881 -0.185
C -0.803 -1.071 0.542
C 0.000 -0.052 -0.210
O 2.103 2.726 0.403
O 0.125 -0.297 -1.536
P -1.341 -2.391 -0.301
H 0.452 1.242 1.408
H 1.552 1.659 -1.225
H -1.240 -0.941 1.519
H -0.598 -1.022 -1.573
H -2.182 -2.796 0.767
```



Arrangement two

Density functional theory data (ωB97M-V with the def2-TZVPD basis set) for the molecule C4H5O2P.

Properties
Kohn-Sham gap (spin up / spin down)   6.563 / 7.100 eV
HOMO energy (spin up / spin down)   -7.7 / -8.3 eV

Geometry as XYZ:
```
12
C4H5O2P, DFT ωB97M-V with the def2-TZVPD basis set
C -0.437 -0.592 0.151
C 0.735 0.141 0.474
C -1.776 -0.274 0.027
C 1.659 0.629 -0.342
O -2.612 -1.345 -0.250
O 2.851 0.948 0.174
P -2.639 1.297 0.056
H -0.263 -1.681 0.138
H 0.884 -0.107 1.570
H -3.595 -1.329 -0.066
H 3.526 1.465 -0.492
H 1.665 0.849 -1.438
```



Quick one: most stable of them? arrangement one